{
  "formula": "C8H17NO5",
  "method": "ωB97M-V/def2-TZVPD",
  "smiles": "C[C@H]1COC(=O)O1.CN(C)C=O.CO",
  "gap_ha": 0.3565,
  "e_homo_ev": -9.413,
  "charge": 0,
  "relative_energy_kcal_mol": 6.3,
  "elements": ["C", "C", "C", "O", "C", "O", "O", "H", "H", "H", "H", "H", "H", "C", "N", "C", "C", "O", "H", "H", "H", "H", "H", "H", "H", "C", "O", "H", "H", "H", "H"],
  "xyz": [[20.6043, -0.5344, -18.3841], [20.9673, -1.3441, -17.1684], [19.9366, -2.3894, -16.7498], [20.6432, -3.6039, -16.6313], [21.8174, -3.4952, -17.3151], [22.5026, -4.3929, -17.6352], [22.1008, -2.1893, -17.5429], [21.4345, 0.0207, -18.8224], [19.7851, 0.1374, -18.1217], [20.3352, -1.1969, -19.2122], [21.3046, -0.7434, -16.3251], [19.1424, -2.4168, -17.4975], [19.5572, -2.1309, -15.7616], [19.8582, -2.2011, -12.5899], [19.4183, -3.5732, -12.6296], [18.0383, -3.8389, -12.3326], [20.2830, -4.5733, -12.9195], [20.0132, -5.7495, -12.8957], [19.4466, -1.6564, -13.4425], [20.9408, -2.1130, -12.7484], [19.7460, -1.7002, -11.6286], [17.6275, -3.2619, -11.5021], [17.3940, -3.6633, -13.2000], [17.8944, -4.8793, -12.0435], [21.2609, -4.1648, -13.2156], [22.3847, 1.5011, -14.7702], [21.1489, 0.9254, -14.3977], [22.4537, 2.5759, -14.5983], [23.2237, 1.0236, -14.2470], [22.5596, 1.2730, -15.8212], [20.9000, 1.1959, -13.5110]]
}


{
  "formula": "C8H17O4PtS2",
  "method": "ωB97M-V/def2-TZVPD",
  "gap_ha": 0.2993,
  "e_homo_ev": -12.335,
  "charge": 1,
  "elements": ["Pt", "C", "O", "C", "C", "O", "C", "C", "O", "C", "H", "H", "H", "H", "H", "H", "H", "H", "H", "H", "H", "H", "H", "H", "C", "O", "C", "S", "S", "H", "H", "H"],
  "xyz": [[0.8199, 0.4110, -0.3647], [-1.3984, 2.4343, -0.8291], [-0.9497, 1.1531, -1.3370], [-2.0296, 0.1831, -1.4448], [-1.8914, -0.9047, -0.3971], [-1.5773, -0.2027, 0.7856], [-1.3655, -0.9312, 1.9798], [-1.5404, 0.0700, 3.1092], [-1.0251, 1.3550, 2.7936], [0.3131, 1.4394, 2.4728], [-2.1623, 2.8294, -1.4966], [-0.5326, 3.0910, -0.8360], [-1.7855, 2.3138, 0.1828], [-2.0024, -0.2196, -2.4565], [-2.9649, 0.7210, -1.3001], [-1.1017, -1.6188, -0.6560], [-2.8367, -1.4500, -0.3049], [-0.3631, -1.3765, 1.9665], [-2.0900, -1.7431, 2.0950], [-1.0838, -0.3176, 4.0258], [-2.5988, 0.2393, 3.2941], [0.9499, 0.7168, 2.9892], [0.6567, 2.4521, 2.6779], [0.5224, 1.3398, 1.3517], [4.1050, -2.0396, -3.1022], [3.9274, -1.7934, -1.6786], [2.9822, -1.0134, -1.3010], [2.7220, -0.6091, 0.3314], [1.8202, -0.2195, -2.2803], [5.0867, -2.4888, -3.1902], [4.0642, -1.0969, -3.6438], [3.3292, -2.7241, -3.4363]]
}


{
  "formula": "C8H17P",
  "method": "ωB97M-V/def2-TZVPD",
  "gap_ha": [0.2908, 0.3112],
  "e_homo_ev": [-7.496, -7.751],
  "charge": 0,
  "relative_energy_kcal_mol": 97.7,
  "elements": ["C", "C", "C", "C", "C", "C", "C", "C", "P", "H", "H", "H", "H", "H", "H", "H", "H", "H", "H", "H", "H", "H", "H", "H", "H", "H"],
  "xyz": [[0.0422, -1.9101, -0.6781], [0.4149, -0.7226, -0.3815], [-2.9966, -0.5939, -0.9412], [-2.1692, 1.0433, 0.8583], [1.5617, 0.4686, 1.5347], [2.7916, -0.7593, -0.3950], [-2.2116, 0.6936, -0.5997], [1.6061, 0.0170, 0.1218], [1.3628, 1.4818, -1.0340], [0.6515, -2.7626, -0.3766], [-0.9395, -2.1637, -1.1051], [-4.1041, -0.4811, -0.9939], [-2.8601, -1.2846, -0.1243], [-2.5382, -0.9130, -1.9003], [-2.2749, 0.1373, 1.4830], [-1.2283, 1.4962, 1.0317], [-2.8920, 1.9486, 1.0844], [2.0835, 1.3812, 1.7352], [1.9117, -0.2599, 2.2134], [0.5240, 0.5877, 1.8911], [2.9095, -0.4781, -1.4414], [3.6373, -0.2754, 0.0341], [2.7800, -1.8539, -0.1253], [-1.3424, 1.0312, -1.1584], [2.6214, 1.8775, -0.6706], [0.6589, 2.2942, -0.0620]]
}


{
  "formula": "C8H18FN5O13",
  "method": "ωB97M-V/def2-TZVPD",
  "smiles": "O=C1OC[C@@H](F)O1.C[N+](=O)[O-].C[N+](=O)[O-].C[N+](=O)[O-].C[N+](=O)[O-].C[N+](=O)[O-]",
  "gap_ha": 0.3858,
  "e_homo_ev": -10.692,
  "charge": 0,
  "relative_energy_kcal_mol": 2.2,
  "elements": ["O", "C", "O", "C", "C", "F", "O", "H", "H", "H", "C", "N", "O", "O", "H", "H", "H", "C", "N", "O", "O", "H", "H", "H", "C", "N", "O", "O", "H", "H", "H", "C", "N", "O", "O", "H", "H", "H", "C", "N", "O", "O", "H", "H", "H"],
  "xyz": [[-0.4546, 3.3124, -0.7391], [-0.6133, 2.2282, -0.2876], [-1.7142, 1.4712, -0.4893], [-1.6514, 0.3216, 0.3650], [-0.2038, 0.3222, 0.8435], [0.5095, -0.5981, 0.1246], [0.2449, 1.6113, 0.5568], [-2.3378, 0.4677, 1.1985], [-1.8700, -0.5806, -0.1965], [-0.0829, 0.0970, 1.8992], [4.6159, 2.1545, -2.1605], [4.1039, 2.0834, -0.7551], [2.9365, 1.8098, -0.6093], [4.8678, 2.4140, 0.1336], [5.6963, 2.1275, -2.1463], [4.2252, 3.0891, -2.5530], [4.1569, 1.3233, -2.6867], [-1.5923, -2.7455, -3.5520], [-0.8364, -2.5493, -2.2784], [-1.3088, -3.0698, -1.2885], [0.1843, -1.8958, -2.2990], [-1.8615, -3.7949, -3.5736], [-0.9479, -2.4261, -4.3612], [-2.4781, -2.1193, -3.4912], [-3.9998, -2.6336, 3.4402], [-3.1559, -2.3367, 2.2537], [-3.6866, -2.4377, 1.1672], [-1.9905, -2.0432, 2.4438], [-4.7321, -1.8319, 3.5253], [-3.3711, -2.7055, 4.3178], [-4.5648, -3.5426, 3.2601], [2.2258, 5.5495, -0.0840], [1.5749, 6.8242, -0.5014], [2.2827, 7.6804, -0.9987], [0.3825, 6.9250, -0.3124], [2.5437, 5.6555, 0.9501], [3.1469, 5.4593, -0.6550], [1.5333, 4.7389, -0.2835], [0.1322, -3.8037, 1.4188], [-0.7476, -5.0051, 1.4031], [-0.4435, -5.9214, 0.6710], [-1.6956, -5.0080, 2.1651], [-0.3345, -3.0803, 2.0719], [0.1785, -3.4072, 0.4093], [1.1332, -4.1294, 1.6837]]
}


{
  "formula": "C8H18IN",
  "method": "ωB97M-V/def2-TZVPD",
  "gap_ha": [0.3159, 0.2369],
  "e_homo_ev": [-8.316, -7.081],
  "charge": 0,
  "relative_energy_kcal_mol": 96.6,
  "elements": ["C", "C", "C", "C", "C", "C", "C", "C", "N", "I", "H", "H", "H", "H", "H", "H", "H", "H", "H", "H", "H", "H", "H", "H", "H", "H", "H", "H"],
  "xyz": [[-0.5719, -1.2664, 1.4323], [-1.6351, -1.5938, -0.8067], [-1.7613, 0.6379, 0.3360], [1.4878, -1.0590, -0.9280], [0.2370, 0.9149, -1.8339], [1.2971, 2.1973, 1.3264], [-0.8656, -0.5567, 0.0492], [0.3798, -0.1379, -0.7404], [1.2980, 0.8032, 1.5019], [3.1868, 0.1812, 1.9580], [-1.6380, -1.3854, 1.8515], [0.1022, -0.5101, 1.9488], [0.0534, -2.1722, 1.4138], [-2.6404, -1.8434, -0.3848], [-1.8428, -1.3656, -1.8314], [-1.0107, -2.5688, -0.8628], [-2.3018, 0.6123, 1.2671], [-1.0442, 1.4944, 0.3567], [-2.6035, 0.6302, -0.5007], [1.3794, -1.6396, -1.8101], [1.4949, -1.9290, -0.1953], [2.4212, -0.5178, -0.8123], [1.1857, 1.6804, -1.8620], [0.5447, 0.4261, -2.7433], [-0.7432, 1.3765, -1.9077], [1.2990, 2.4241, 0.2083], [0.2860, 2.3885, 1.7073], [2.0056, 2.7790, 1.8622]]
}


{
  "formula": "C8H18N2O3",
  "method": "ωB97M-V/def2-TZVPD",
  "gap_ha": 0.3115,
  "e_homo_ev": -8.493,
  "charge": 0,
  "relative_energy_kcal_mol": 47.4,
  "elements": ["C", "C", "C", "C", "C", "C", "C", "C", "N", "N", "O", "O", "O", "H", "H", "H", "H", "H", "H", "H", "H", "H", "H", "H", "H", "H", "H", "H", "H", "H", "H"],
  "xyz": [[2.0785, -0.7992, -4.1717], [-1.5790, -0.7101, 2.7823], [-2.9869, 1.3240, 1.8505], [1.8563, 0.1459, -2.9896], [1.2667, -0.7615, -1.9047], [0.8650, 0.0710, -0.6199], [-0.0615, -0.7149, 0.3448], [-0.8666, 0.2867, 1.7844], [-1.6433, 1.2852, 1.1881], [0.3319, 0.8716, 2.2452], [1.1645, 0.1410, 2.8496], [0.6404, 2.0264, 1.8510], [0.5311, -1.6645, 1.0782], [3.1112, -0.7406, -4.4929], [1.3967, -0.5451, -4.9668], [1.8197, -1.7658, -4.0076], [-1.6767, -0.0691, 3.7761], [-2.4612, -1.0042, 2.3620], [-0.8779, -1.5667, 2.8054], [-2.9530, 1.7180, 2.8102], [-3.6312, 2.0708, 1.2007], [-3.4492, 0.4300, 1.6576], [1.3455, 1.0101, -3.3390], [2.6877, 0.5305, -2.5573], [1.8348, -1.5462, -1.4934], [0.4145, -1.1966, -2.1994], [0.3163, 1.1248, -0.8494], [1.6818, 0.4807, -0.0440], [-0.9468, -1.2250, -0.0068], [-1.2441, 2.2459, 1.2089], [1.0349, -1.4530, 1.8476]]
}


{
  "formula": "C8H18N2O8",
  "method": "ωB97M-V/def2-TZVPD",
  "gap_ha": 0.0926,
  "e_homo_ev": -4.704,
  "charge": 0,
  "relative_energy_kcal_mol": 38.6,
  "elements": ["C", "C", "O", "N", "H", "H", "C", "H", "H", "H", "H", "H", "H", "C", "C", "O", "N", "H", "H", "C", "H", "H", "H", "H", "H", "H", "O", "C", "O", "O", "H", "O", "C", "O", "O", "H"],
  "xyz": [[3.8247, 15.0029, 5.3962], [4.6914, 15.8286, 4.5450], [5.6237, 15.3968, 3.8396], [4.5438, 17.3449, 4.6484], [3.6605, 17.5678, 5.0846], [5.2021, 17.8280, 5.2427], [4.5918, 18.0284, 3.2416], [4.1152, 13.9537, 5.3421], [2.8206, 15.1601, 5.0021], [3.7584, 15.2266, 6.4609], [5.6325, 18.0042, 2.9182], [4.2240, 19.0519, 3.1680], [4.0697, 17.4313, 2.4939], [12.7044, 18.3042, 0.6527], [13.5559, 18.6303, 1.8686], [14.5434, 19.3106, 1.7921], [13.0350, 18.1022, 3.2165], [12.1499, 18.4414, 3.5651], [12.7738, 17.1479, 3.0133], [14.0678, 18.0647, 4.3445], [13.3302, 18.3340, -0.2393], [11.8341, 18.9604, 0.6559], [12.3841, 17.2646, 0.7221], [13.7112, 17.3417, 5.0781], [14.3128, 19.0265, 4.7952], [14.9763, 17.5524, 4.0279], [8.1631, 16.1934, 10.7491], [8.7568, 15.2141, 10.1113], [9.2351, 15.4038, 8.9687], [8.7774, 14.0411, 10.5731], [8.0585, 16.9544, 10.1733], [10.2016, 22.1710, 8.1942], [9.1154, 21.6054, 7.7194], [9.0947, 21.1925, 6.5485], [8.1675, 21.3685, 8.4513], [9.6629, 22.3050, 8.9775]]
}


{
  "formula": "C8H18N3OP",
  "method": "ωB97M-V/def2-TZVPD",
  "smiles": "C/C=C1\\N(C(=O)C[NH3+])CC[C@@]1([NH3+])P",
  "gap_ha": 0.3530,
  "e_homo_ev": -15.645,
  "charge": 2,
  "relative_energy_kcal_mol": 0.0,
  "elements": ["C", "C", "C", "N", "C", "O", "C", "N", "C", "C", "C", "N", "P", "H", "H", "H", "H", "H", "H", "H", "H", "H", "H", "H", "H", "H", "H", "H", "H", "H", "H"],
  "xyz": [[-0.5810, -2.8250, 0.0179], [0.6425, -1.9854, 0.1217], [0.7212, -0.6145, 0.0193], [-0.3239, 0.2164, -0.4444], [-1.3991, 0.2093, 0.3061], [-1.6498, -0.6488, 1.1733], [-2.5507, 1.3083, 0.0751], [-3.6615, 1.0386, 0.9880], [0.2403, 1.1501, -1.3707], [1.7419, 1.1208, -1.2411], [1.9980, 0.1828, -0.0913], [3.1278, -0.6601, -0.2570], [2.2867, 1.0415, 1.6219], [-1.1031, -2.8519, 0.9441], [-0.2406, -3.7897, -0.2055], [-1.2108, -2.4427, -0.8025], [1.4652, -2.6036, 0.6850], [-2.9486, 1.4724, -0.9843], [-2.1854, 2.3350, 0.2389], [-4.4866, 0.7932, 0.4211], [-3.6643, 1.6823, 1.7761], [-3.4837, 0.0927, 1.5371], [-0.0991, 2.1167, -1.1766], [-0.1245, 0.8300, -2.3695], [2.0270, 0.6219, -2.1313], [2.2974, 2.0217, -1.2035], [3.8724, 0.0710, -0.7157], [3.1050, -1.4691, -0.8672], [3.4826, -0.9822, 0.6388], [1.0600, 0.3774, 2.0842], [1.6445, 2.1910, 1.2119]]
}


Number 1: DFT total energy -745.965721 Eh. Number 2: DFT total energy -1531.373769 Eh. Number 3: DFT total energy -656.132168 Eh. Number 4: DFT total energy -1666.932702 Eh. Number 5: DFT total energy -667.864793 Eh. Number 6: DFT total energy -650.621335 Eh. Number 7: DFT total energy -1026.773625 Eh. Number 8: DFT total energy -895.814611 Eh.